# 1
37
Properties=species:S:1:pos:R:3 method="wB97M-V/def2-TZVPD" lumo_ev=-12.74 homo_energy_ha=-0.5534 orbital_gap_ha=0.0852 charge=+2 largest_force_ev_per_a=2.1
C 4.005 -1.587 0.744
C 3.600 -0.279 0.024
O 2.950 0.592 0.874
C 2.656 1.835 0.234
O 3.523 2.648 0.190
C 1.272 2.012 -0.383
C 0.386 3.071 0.366
C -0.801 2.459 1.162
C -1.680 1.500 0.379
C -1.829 1.498 -0.960
C -2.712 0.463 -1.629
O -3.419 0.696 -2.569
C -2.658 -0.921 -0.962
C -2.715 -2.137 -1.683
C -2.628 -3.306 -0.971
C -2.489 -3.297 0.468
Br -2.341 -4.878 1.452
C -2.432 -2.075 1.210
C -2.515 -0.928 0.482
C -2.419 0.434 1.192
O -2.903 0.638 2.268
H 3.131 -2.231 0.926
H 4.719 -2.161 0.126
H 4.517 -1.319 1.678
H 2.909 -0.599 -0.880
H 4.518 0.144 -0.421
H 0.789 1.023 -0.478
H 1.434 2.387 -1.407
H 1.042 3.533 1.120
H 0.053 3.823 -0.364
H -1.384 3.265 1.637
H -0.348 1.862 1.979
H -1.276 2.242 -1.540
H -2.798 -2.156 -2.772
H -2.665 -4.267 -1.489
H -2.315 -2.027 2.294
Hg 2.822 -1.953 -2.297

# 2
13
Properties=species:S:1:pos:R:3 method="wB97M-V/def2-TZVPD" lumo_ev="-1.41 / -1.34" homo_energy_ha="-0.3574 / -0.3528" orbital_gap_ha="0.3055 / 0.3036" charge=0 largest_force_ev_per_a=0.5
C 1.927 0.257 -0.472
N 0.557 -0.047 -0.832
C -1.610 1.156 0.839
C -0.165 -0.680 0.005
C -1.495 -1.211 -0.444
O -2.049 -2.111 0.138
H 2.248 1.171 -0.979
H 2.563 -0.556 -0.843
H 2.090 0.354 0.611
H -1.210 1.091 1.877
H -1.158 2.097 0.457
H 0.177 -0.984 1.007
H -1.862 -0.766 -1.386

# 3
127
Properties=species:S:1:pos:R:3 method="wB97M-V/def2-TZVPD" lumo_ev=0.56 homo_energy_ha=-0.3386 orbital_gap_ha=0.3592 charge=0 largest_force_ev_per_a=3.1
C 4.057 -4.046 -0.715
C 2.715 -3.965 -1.482
O 2.868 -3.127 -2.622
C 3.068 -3.728 -3.828
O 2.968 -4.872 -4.049
C 3.564 -2.722 -4.912
F 2.579 -2.025 -5.589
F 4.325 -1.745 -4.384
F 4.233 -3.357 -5.849
H 4.786 -4.744 -1.089
H 3.792 -4.405 0.333
H 4.543 -3.093 -0.584
H 1.988 -3.445 -0.849
H 2.295 -4.942 -1.832
C -1.806 7.754 4.377
C -0.664 6.802 4.318
O -1.118 5.366 4.122
C -1.267 4.745 5.299
O -1.096 5.149 6.424
C -1.802 3.287 5.053
F -0.879 2.350 4.886
F -2.505 2.839 6.084
F -2.566 3.259 3.933
H -1.441 8.715 4.658
H -2.569 7.397 5.091
H -2.397 7.976 3.481
H 0.012 6.915 5.200
H -0.173 6.922 3.332
C -0.258 0.336 -5.895
O -1.276 0.258 -4.896
C -0.941 0.619 -3.665
O 0.146 0.715 -3.140
O -2.130 0.736 -3.063
C -2.168 1.045 -1.697
H -0.331 -0.414 -6.652
H 0.781 0.253 -5.510
H -0.315 1.265 -6.415
H -2.908 0.486 -1.116
H -2.402 2.079 -1.617
H -1.194 0.934 -1.147
C -4.787 -0.608 2.841
O -3.696 -1.441 3.312
C -3.455 -2.407 2.435
O -3.963 -2.497 1.314
O -2.538 -3.221 2.933
C -2.313 -4.369 2.047
H -5.083 0.065 3.704
H -5.687 -1.224 2.636
H -4.494 -0.026 1.991
H -1.817 -4.032 1.116
H -3.248 -4.916 1.905
H -1.672 -5.087 2.613
C 2.903 2.169 4.100
O 3.111 0.889 4.646
C 3.849 -0.007 3.930
O 4.382 0.222 2.865
O 3.685 -1.154 4.582
C 4.300 -2.197 3.753
H 3.749 2.510 3.482
H 2.899 2.850 5.003
H 1.945 2.236 3.512
H 4.087 -3.167 4.195
H 5.345 -2.040 3.653
H 3.842 -2.104 2.819
C -0.802 -5.800 -4.298
O -1.530 -5.321 -3.147
C -1.238 -4.082 -2.704
O -0.312 -3.409 -3.109
O -2.167 -3.715 -1.880
C -2.336 -2.293 -1.547
H -1.183 -6.776 -4.480
H 0.276 -5.859 -4.027
H -1.015 -5.133 -5.128
H -2.611 -1.730 -2.417
H -1.329 -1.929 -1.406
H -3.074 -2.302 -0.755
C 2.899 -0.264 -0.916
O 4.177 -0.660 -0.440
C 4.888 0.424 0.008
O 4.510 1.546 0.124
O 6.088 -0.016 0.288
C 6.904 0.941 0.876
H 2.255 -1.146 -1.030
H 3.041 0.060 -1.919
H 2.428 0.539 -0.285
H 7.078 1.804 0.221
H 7.886 0.331 1.004
H 6.508 1.352 1.815
C 2.214 3.663 -1.896
C 2.313 5.090 -1.439
C 0.850 5.258 -0.893
O 0.531 4.015 -0.252
C 1.337 2.984 -0.787
H 3.209 3.209 -1.971
H 1.763 3.573 -2.879
H 2.655 5.813 -2.195
H 2.982 5.120 -0.611
H 0.175 5.550 -1.677
H 0.737 6.029 -0.162
H 0.730 2.217 -1.239
H 1.743 2.443 0.056
C -6.098 -2.389 -2.102
C -5.496 -1.856 -3.448
C -5.770 -0.386 -3.395
O -5.517 -0.099 -1.998
C -6.140 -1.074 -1.155
H -5.543 -3.170 -1.588
H -7.116 -2.758 -2.328
H -5.896 -2.348 -4.303
H -4.412 -1.986 -3.518
H -6.755 -0.027 -3.725
H -5.097 0.191 -3.966
H -7.178 -0.807 -0.891
H -5.532 -1.296 -0.281
C 0.853 -0.436 2.215
C 0.126 0.952 2.052
C -1.286 0.508 1.871
O -1.266 -0.693 1.114
C 0.004 -1.397 1.428
H 0.806 -0.678 3.268
H 1.888 -0.408 1.848
H 0.442 1.538 1.161
H 0.211 1.675 2.885
H -1.909 1.094 1.220
H -1.873 0.367 2.788
H 0.291 -1.835 0.425
H -0.170 -2.222 2.139

# 4
12
Properties=species:S:1:pos:R:3 method="wB97M-V/def2-TZVPD" lumo_ev=0.65 homo_energy_ha=-0.3488 orbital_gap_ha=0.3727 charge=0 largest_force_ev_per_a=3.9
N -1.625 0.859 1.153
N -1.885 1.490 -0.076
C -1.970 1.088 -1.211
O -1.955 1.120 -2.365
H -2.517 0.764 1.549
H -1.107 1.475 1.686
C 0.205 -1.574 -1.041
C 0.166 -0.524 -0.240
H -0.203 -2.494 -0.853
H 0.282 -1.526 -2.158
H -0.027 -0.726 0.779
H 0.436 0.512 -0.514

# 5
14
Properties=species:S:1:pos:R:3 method="wB97M-V/def2-TZVPD" lumo_ev="-1.34 / -1.34" homo_energy_ha="-0.3206 / -0.3204" orbital_gap_ha="0.2714 / 0.2710" charge=0 largest_force_ev_per_a=0.5
C 3.320 -0.966 -0.227
C 2.456 -0.649 0.586
C 1.450 -0.448 1.486
C -0.648 0.042 -0.642
C -1.426 0.847 0.365
C -2.150 0.045 -0.677
H 4.072 -1.220 -0.943
H -0.163 -0.867 -0.296
H 1.252 0.622 1.650
H -0.107 0.574 -1.421
H -1.427 1.930 0.265
H -1.447 0.489 1.392
H -2.665 -0.858 -0.360
H -2.642 0.580 -1.486

# 6
79
Properties=species:S:1:pos:R:3 method="wB97M-V/def2-TZVPD" lumo_ev=-4.85 homo_energy_ha=-0.3533 orbital_gap_ha=0.1750 charge=+1 largest_force_ev_per_a=2.8
C 4.820 0.487 1.841
N 3.563 1.186 1.706
C 3.505 2.491 1.287
O 4.457 3.220 1.028
C 2.030 2.858 1.184
C 1.660 3.847 2.295
C 0.240 4.345 2.202
C -0.223 4.909 1.005
C -1.562 5.297 0.892
C -2.428 5.149 1.980
C -1.952 4.626 3.188
C -0.615 4.244 3.305
N 1.383 1.552 1.269
C 0.094 1.349 0.876
C -0.660 0.200 0.975
C -2.113 0.347 0.982
C -2.941 -0.441 1.817
C -4.265 -0.080 2.044
C -4.815 1.040 1.407
C -4.043 1.765 0.491
C -2.720 1.405 0.257
C 2.293 0.477 1.671
C 2.338 -0.631 0.642
C 1.911 -0.075 3.049
H 5.644 1.179 1.653
H 4.907 0.069 2.852
H 4.883 -0.344 1.125
H 1.828 3.310 0.197
H 1.834 3.381 3.278
H 2.365 4.690 2.192
H 0.468 5.031 0.166
H -1.919 5.714 -0.050
H -3.473 5.451 1.890
H -2.619 4.518 4.045
H -0.218 3.838 4.240
H -0.382 2.279 0.546
H -0.248 -0.725 1.363
H -2.501 -1.303 2.326
H -4.873 -0.667 2.733
H -5.843 1.344 1.617
H -4.468 2.620 -0.039
H -2.124 1.977 -0.458
H 2.958 -0.327 -0.211
H 2.734 -1.548 1.097
H 1.345 -0.833 0.249
H 1.928 0.734 3.794
H 0.906 -0.508 3.025
H 2.628 -0.854 3.342
C 4.021 -2.214 -3.219
N 2.611 -2.342 -2.884
C 2.119 -2.433 -1.629
C 0.693 -2.472 -1.656
C -0.153 -2.428 -0.532
C -1.566 -2.720 -0.636
C -2.411 -1.947 -1.464
C -3.731 -2.330 -1.683
C -4.223 -3.513 -1.116
C -3.421 -4.245 -0.231
C -2.126 -3.826 0.049
C 0.357 -2.608 -3.088
C -0.731 -3.106 -3.792
C -0.610 -3.368 -5.169
C 0.592 -3.148 -5.854
C 1.714 -2.665 -5.166
C 1.571 -2.445 -3.806
H 4.120 -2.134 -4.302
H 4.441 -1.316 -2.747
H 4.591 -3.084 -2.869
H 2.795 -2.551 -0.785
H 0.324 -2.614 0.434
H -1.998 -1.057 -1.948
H -4.370 -1.716 -2.324
H -5.228 -3.860 -1.362
H -3.807 -5.154 0.237
H -1.489 -4.386 0.739
H -1.663 -3.317 -3.274
H -1.472 -3.755 -5.716
H 0.665 -3.360 -6.921
H 2.669 -2.480 -5.652

# 7
78
Properties=species:S:1:pos:R:3 method="wB97M-V/def2-TZVPD" lumo_ev=0.08 homo_energy_ha=-0.3783 orbital_gap_ha=0.3812 charge=0 largest_force_ev_per_a=3.4
O 3.894 0.784 2.359
S 3.642 0.598 3.762
O 3.234 -0.682 4.269
O 4.847 1.160 4.673
C 4.458 2.082 5.706
C 2.925 2.102 5.608
O 2.623 1.768 4.276
H 4.766 1.637 6.645
H 4.853 3.065 5.466
H 2.435 3.051 5.817
H 2.498 1.415 6.346
O 0.525 -7.887 -2.090
S 0.069 -6.633 -1.566
O 0.230 -5.525 -2.460
O -1.389 -6.538 -0.880
C -1.395 -6.020 0.428
C 0.046 -5.563 0.724
O 0.834 -6.349 -0.168
H -2.054 -5.176 0.627
H -1.661 -6.799 1.144
H 0.272 -5.799 1.759
H 0.167 -4.502 0.509
O -7.169 0.696 1.956
S -6.622 1.639 1.030
O -7.383 2.792 0.715
O -5.112 2.045 1.495
C -4.265 2.230 0.375
C -4.954 1.594 -0.852
O -6.119 0.904 -0.325
H -4.164 3.310 0.270
H -3.261 1.809 0.405
H -4.403 0.733 -1.219
H -5.338 2.286 -1.596
O -4.033 -2.329 -0.804
S -3.335 -2.706 -1.992
O -1.914 -2.896 -2.067
O -4.088 -3.981 -2.679
C -4.507 -3.812 -4.071
C -4.001 -2.425 -4.409
O -3.891 -1.739 -3.199
H -3.988 -4.631 -4.554
H -5.590 -3.790 -3.977
H -4.713 -1.929 -5.065
H -3.025 -2.495 -4.899
O -0.238 3.478 1.784
S 0.521 3.890 0.637
O 0.106 3.499 -0.680
O 0.808 5.507 0.613
C 2.214 5.779 0.635
C 2.937 4.579 1.168
O 2.046 3.476 0.943
H 2.477 6.125 -0.370
H 2.408 6.729 1.141
H 3.226 4.606 2.218
H 3.819 4.278 0.603
O 4.240 2.973 -4.566
S 4.101 2.903 -3.144
O 4.052 4.101 -2.368
O 2.824 1.973 -2.704
C 3.294 0.703 -2.250
C 4.809 0.566 -2.608
O 5.204 1.933 -2.543
H 3.312 0.658 -1.161
H 2.691 -0.113 -2.629
H 4.799 0.138 -3.613
H 5.391 -0.039 -1.927
O 2.297 -1.693 -0.479
C 1.273 -1.246 -0.065
C 0.923 0.253 -0.018
C -0.395 0.311 0.706
C -1.014 -1.142 0.515
O 0.175 -1.936 0.266
H 1.786 0.688 0.486
H 0.641 0.853 -0.884
H -0.294 0.444 1.781
H -1.130 0.878 0.140
H -1.670 -1.499 1.302
H -1.576 -1.147 -0.417

# 8
15
Properties=species:S:1:pos:R:3 method="wB97M-V/def2-TZVPD" lumo_ev="0.48 / 0.49" homo_energy_ha="-0.2619 / -0.2619" orbital_gap_ha="0.2797 / 0.2797" charge=0 largest_force_ev_per_a=3.4
C 0.650 2.044 -0.565
N 0.262 1.144 -1.447
C -0.438 0.187 -0.807
O -1.733 -0.007 -1.186
C 0.102 -0.453 0.294
C -0.762 -1.328 1.166
N 1.481 -0.665 0.471
H 1.392 2.793 -0.869
H 0.116 2.285 0.363
H -1.862 0.620 -1.916
H -0.591 -2.388 0.940
H -0.513 -1.165 2.219
H -1.830 -1.138 1.040
H 2.021 -0.280 -0.301
H 1.704 -1.649 0.599

# 9
67
Properties=species:S:1:pos:R:3 method="wB97M-V/def2-TZVPD" lumo_ev=-0.09 homo_energy_ha=-0.2436 orbital_gap_ha=0.2404 charge=0 largest_force_ev_per_a=5.3
C -5.442 -1.354 -0.795
N -4.019 -1.160 -0.919
C -3.426 -1.081 -2.147
O -3.999 -1.145 -3.219
C -1.927 -0.902 -1.931
C -1.374 0.362 -2.591
C -1.571 0.377 -4.094
C -2.196 1.480 -4.695
C -2.449 1.477 -6.066
C -2.052 0.395 -6.856
C -1.372 -0.684 -6.262
C -1.128 -0.682 -4.885
N -1.817 -0.883 -0.455
C -0.629 -0.628 0.168
C -0.468 -0.587 1.550
C 0.846 -0.399 2.098
C 1.022 -0.939 3.473
C 2.251 -1.419 3.990
C 2.428 -1.807 5.332
C 1.363 -1.731 6.238
C 0.083 -1.392 5.744
C -0.059 -1.026 4.380
C -3.121 -1.095 0.221
C -3.487 0.101 1.109
C -3.202 -2.424 0.993
H -5.890 -1.320 -1.788
H -5.666 -2.321 -0.332
H -5.883 -0.568 -0.174
H -1.395 -1.799 -2.306
H -1.894 1.228 -2.147
H -0.301 0.445 -2.339
H -2.503 2.316 -4.064
H -2.970 2.326 -6.518
H -2.265 0.382 -7.924
H -1.047 -1.527 -6.868
H -0.602 -1.520 -4.409
H 0.210 -0.527 -0.538
H -1.238 -0.963 2.203
H 1.604 -0.705 1.016
H 3.099 -1.533 3.350
H 3.411 -2.171 5.696
H 1.491 -1.947 7.315
H -0.800 -1.400 6.419
H -1.101 -0.850 4.068
H -3.603 0.989 0.472
H -4.431 -0.100 1.631
H -2.706 0.296 1.846
H -3.271 -3.253 0.273
H -2.329 -2.571 1.635
H -4.110 -2.430 1.611
Br 2.059 1.567 3.252
C 2.262 0.339 1.716
S 2.729 1.470 0.247
C 4.440 2.125 0.465
C 4.670 3.337 1.124
C 5.961 3.862 1.138
C 7.011 3.207 0.502
C 6.753 2.030 -0.195
C 5.475 1.482 -0.221
O 2.789 0.513 -0.847
O 1.781 2.563 0.239
H 3.207 -0.249 1.881
H 3.834 3.874 1.580
H 6.145 4.806 1.638
H 8.017 3.620 0.526
H 7.542 1.532 -0.743
H 5.260 0.589 -0.810